Entry 1:
The following is a DFT calculation (ωB97M-V with the def2-TZVPD basis set) of a 2-piece molecular cluster, C3H5NO overall.

Computed properties:
- relative energy (zero: lowest compared OMol25 entry of this formula, charge and spin) (kcal/mol) = 107.1
- E (Eh) = -247.1366
- E_HOMO (eV) = -8.20
- orbital gap (eV) = 9.2903

Positions of all 10 atoms, in Å:
C: 1.410 -0.148 -0.321
C: -1.768 -0.427 0.036
C: -0.505 0.228 0.443
N: 2.247 0.613 0.109
O: -1.343 0.895 -0.423
H: 1.194 -1.014 -1.068
H: -1.573 -1.214 -0.640
H: -2.670 -0.250 0.634
H: -0.275 0.745 1.340
H: 3.283 0.572 -0.110

Löwdin population analysis, charges in e, atoms 1 to 5:
1. C -0.13
2. C -0.09
3. C -0.21
4. N 0.04
5. O -0.09

=====

Entry 2:
The following is a DFT calculation (ωB97M-V with the def2-TZVPD basis set) of one molecule with the formula C3H5NO.

Computed properties:
- relative energy (zero: lowest compared OMol25 entry of this formula, charge and spin) (kcal/mol) = 14.7
- E (Eh) = -247.2838
- E_HOMO (eV) = -9.67
- orbital gap (eV) = 10.7003
- SMILES = C1=NCCO1

Positions of all 10 atoms, in Å:
C: -0.673 0.774 -0.997
N: -1.257 0.554 0.104
C: -0.238 -0.081 0.952
C: 0.786 -0.592 -0.065
O: 0.581 0.301 -1.192
H: -1.098 1.355 -1.810
H: -0.676 -0.853 1.590
H: 0.180 0.697 1.602
H: 1.838 -0.526 0.212
H: 0.541 -1.614 -0.382

Löwdin population analysis, charges in e, atoms 1 to 5:
1. C -0.25
2. N 0.06
3. C -0.20
4. C -0.15
5. O -0.06